(1)
Computed, not measured: a molecular structure, C22H33BF4GeN6S2Zn, with the ωB97M-V functional and the def2-TZVPD basis.

Last column: Mulliken charge in e.
Geometry (Å):
Zn 0.203 0.257 0.097  0.4016
C -2.881 1.476 -2.587  -1.0946
N -1.497 1.821 -2.358  0.7381
C -0.865 2.286 -3.570  -1.1639
C -1.384 2.770 -1.265  -1.0806
C 0.042 3.239 -0.994  -1.4037
N 1.011 2.158 -1.004  0.4239
C 2.290 2.496 -1.105  0.0578
C 3.282 1.489 -1.331  0.0331
F 2.857 0.213 -1.379  -0.0024
C 4.606 1.746 -1.547  -0.1051
F 5.437 0.710 -1.817  -0.3491
C 5.133 3.031 -1.526  -0.7389
C 4.223 4.031 -1.251  0.2348
F 4.673 5.311 -1.165  -0.3595
C 2.882 3.803 -1.041  0.4992
F 2.138 4.893 -0.700  -0.3574
H -3.461 2.331 -2.993  0.3756
H -3.334 1.158 -1.651  0.1334
H -2.951 0.640 -3.284  0.3319
H -1.205 3.300 -3.863  0.3254
H -1.106 1.603 -4.388  0.3676
H 0.218 2.304 -3.440  0.1723
H -1.799 2.306 -0.365  0.3658
H -1.981 3.679 -1.493  0.3750
H 0.025 3.763 -0.032  0.4363
H 0.299 3.989 -1.752  0.6757
H 6.179 3.231 -1.699  0.4705
C 1.368 -2.279 -3.472  -0.9366
N 0.554 -3.185 -2.699  0.2923
C -0.388 -4.050 -3.223  -0.5778
C -0.972 -4.659 -2.172  -0.4540
N -0.402 -4.175 -1.019  0.1016
B -0.845 -4.570 0.404  0.3164
N -1.711 -3.429 1.062  0.3817
C -2.052 -3.557 2.392  -0.8201
C -2.742 -2.462 2.766  -0.7439
N -2.834 -1.659 1.654  0.3695
C -3.394 -0.323 1.637  -0.7443
C -2.189 -2.249 0.606  -0.3532
S -2.095 -1.534 -0.943  -0.2479
C 0.526 -3.252 -1.339  -0.2981
S 1.485 -2.334 -0.278  -0.3857
H 1.804 -2.810 -4.320  0.3612
H 2.154 -1.898 -2.828  0.2827
H 0.774 -1.436 -3.833  0.2861
H -0.563 -4.127 -4.282  0.4328
H -1.766 -5.382 -2.135  0.4248
H -1.539 -5.571 0.301  -0.2491
H 0.118 -4.758 1.110  -0.1569
H -1.751 -4.419 2.961  0.4593
H -3.157 -2.179 3.717  0.6887
H -4.173 -0.262 2.398  0.3670
H -3.815 -0.142 0.650  0.3073
H -2.596 0.406 1.819  0.1427
C 0.973 1.993 4.479  -1.3000
Ge 0.316 0.459 3.373  -0.0315
C -1.019 -0.384 4.609  -1.3070
C 1.819 -0.838 3.513  -1.2421
C -0.532 1.017 1.761  -0.5908
H 1.155 1.679 5.513  0.3618
H 0.245 2.809 4.486  0.3627
H 1.910 2.382 4.069  0.3303
H -0.616 -0.509 5.623  0.5153
H -1.304 -1.371 4.233  0.2756
H -1.922 0.232 4.664  0.3083
H 1.998 -1.091 4.564  0.3926
H 2.735 -0.415 3.090  0.2987
H 1.590 -1.754 2.962  0.3048
H -0.177 2.057 1.628  0.3119

Its net charge is -2. The value obtained for the energy above the lowest of the compared OMol25 structures with the same formula, charge and spin is 19.6 kcal/mol. As for the largest force on an atom: 0.75 eV/Å. As for the orbital gap: 0.18052 Eh. The calculation puts the total energy at -6263.59137 Ha.

***

(2)
Computed, not measured: a molecular structure, C22H33Cl5KN3O4S3, with the ωB97M-V functional and the def2-TZVPD basis.

Last column: Mulliken charge in e.
Geometry (Å):
K 0.080 -0.342 0.289  0.4429
C -1.760 3.178 -0.722  -0.5293
O -1.888 2.307 0.381  0.0668
C -3.226 2.032 0.721  -0.7251
C -3.237 0.868 1.687  -0.6792
O -2.591 -0.202 1.038  0.3059
C -2.876 -1.480 1.551  -0.5103
C -2.218 -1.755 2.914  -0.7005
O -1.093 -0.920 3.066  0.1218
C -0.190 -1.406 4.045  -0.9073
H -2.412 2.867 -1.547  0.1913
H -2.015 4.208 -0.446  0.2505
H -0.727 3.122 -1.057  0.0160
H -3.710 2.909 1.172  0.3659
H -3.789 1.744 -0.177  0.3502
H -2.722 1.131 2.618  0.2371
H -4.277 0.611 1.924  0.4323
H -3.960 -1.624 1.632  0.4303
H -2.484 -2.180 0.809  0.0319
H -2.921 -1.578 3.738  0.3590
H -1.915 -2.808 2.946  0.4574
H -0.691 -1.517 5.015  0.3234
H 0.235 -2.365 3.742  0.3267
H 0.618 -0.683 4.131  0.1557
C -2.800 0.216 -3.714  -0.9870
C -1.541 0.414 -4.549  -0.8448
S -0.118 0.997 -3.560  0.0112
C 1.176 -0.133 -4.144  -0.7432
C 0.927 -1.625 -3.956  -1.1676
S 0.542 -2.097 -2.238  0.2175
C -0.961 -3.095 -2.422  -0.7217
C -2.222 -2.417 -2.953  -1.1847
S -2.613 -0.793 -2.213  0.2306
H -3.588 -0.231 -4.323  0.4606
H -3.164 1.176 -3.342  0.3621
H -1.741 1.150 -5.329  0.5249
H -1.251 -0.515 -5.037  0.3053
H 2.043 0.182 -3.567  0.3627
H 1.360 0.080 -5.198  0.5095
H 1.834 -2.160 -4.238  0.5651
H 0.120 -1.993 -4.589  0.3645
H -1.123 -3.459 -1.407  0.1818
H -0.728 -3.956 -3.050  0.5331
H -3.072 -3.069 -2.748  0.6021
H -2.167 -2.270 -4.031  0.4121
Cl 3.145 0.320 2.351  -0.2289
C 3.086 -1.409 2.055  0.8655
C 1.895 -1.930 1.572  -1.3033
C 1.928 -3.308 1.430  0.7559
Cl 0.458 -4.083 0.872  -0.2533
C 3.019 -4.124 1.710  -0.4355
Cl 2.954 -5.844 1.525  -0.2135
C 4.195 -3.527 2.161  0.6284
Cl 5.591 -4.487 2.494  -0.2091
C 4.231 -2.147 2.343  -0.4784
Cl 5.683 -1.400 2.923  -0.2052
C 2.821 4.563 2.070  -1.1326
N 2.395 3.590 1.091  0.2107
C 3.041 3.343 -0.179  -0.3075
C 2.184 2.187 -0.725  -0.5233
O 2.378 1.624 -1.781  -0.6437
N 1.207 1.904 0.187  1.4691
C 1.380 2.716 1.218  -0.6347
N 0.573 2.715 2.291  -0.2229
H 3.563 5.211 1.611  0.3768
H 3.276 4.087 2.944  0.3197
H 1.980 5.181 2.394  0.3577
H 4.081 3.029 -0.067  0.3779
H 2.994 4.211 -0.839  0.3587
H -0.103 1.968 2.331  -0.0321
H 0.901 3.094 3.162  0.2963

The value obtained for the energy above the lowest of the compared OMol25 structures with the same formula, charge and spin is 17.3 kcal/mol. As for the largest force on an atom: 0.86 eV/Å. As for the orbital gap: 0.27188 Eh. The calculation puts the total energy at -5418.78381 Ha.

***

(3)
Computed, not measured: C22H33ClFIN2O3 in the gas phase, with the ωB97M-V functional and the def2-TZVPD basis.

Last column: Mulliken charge in e.
Geometry (Å):
C -3.217 2.263 -4.851  -0.8359
C -1.648 2.556 -4.424  -0.2655
O -0.915 1.344 -3.981  -0.2331
C -1.161 1.191 -2.506  -1.0169
C -0.467 -0.251 -2.108  0.7613
Cl -1.447 -1.348 -3.302  -0.1768
C 1.057 -0.551 -2.735  -0.0555
O 1.496 -0.496 -3.992  -0.5975
N 1.782 -0.965 -1.481  -0.0757
C 1.151 -0.324 -0.226  0.1736
C 1.621 1.248 -0.293  0.0510
C 3.256 1.479 -0.140  -0.7590
C 3.730 2.797 -1.025  0.3144
C 5.084 3.397 -0.270  -1.1537
C 4.223 2.229 -2.490  -1.0142
C 2.002 -1.090 0.944  -0.5424
C 1.838 -0.489 2.456  0.3457
O 1.945 -1.390 3.472  -0.5480
F 1.639 0.918 2.855  -0.2456
C -0.438 -0.707 -0.495  0.2537
I -1.703 0.830 0.526  0.0768
C -0.978 -2.222 -0.432  -0.9044
C -0.939 -3.057 0.960  -0.7405
C -1.454 -2.299 2.310  0.3322
C -1.915 -3.361 3.518  -0.7338
N -3.133 -2.685 4.183  0.1366
C -2.729 -1.314 4.764  -0.1848
C -4.134 -0.724 5.372  -0.4350
C -5.308 -1.875 5.084  -0.4583
C -4.571 -3.144 4.284  -0.2020
H -3.379 1.094 -4.993  0.2097
H -3.590 2.905 -5.756  0.3156
H -3.873 2.544 -3.895  0.2244
H -1.546 3.443 -3.657  0.2697
H -1.110 2.911 -5.429  0.2835
H -0.672 2.133 -2.025  0.2377
H -2.353 1.177 -2.431  0.3893
H 2.822 -1.020 -1.492  0.4306
H 1.342 1.802 -1.301  0.0928
H 1.145 1.930 0.563  0.2283
H 3.900 0.551 -0.439  0.2195
H 3.444 1.772 1.001  0.1822
H 2.859 3.594 -1.087  0.3504
H 4.933 3.398 0.914  0.3064
H 5.967 2.635 -0.475  0.2730
H 5.373 4.458 -0.679  0.3321
H 4.593 1.113 -2.444  0.2099
H 3.375 2.274 -3.309  0.2279
H 5.175 2.875 -2.786  0.3623
H 3.179 -1.133 0.739  0.4324
H 1.716 -2.247 1.018  0.2217
H -0.338 -2.868 -1.208  0.2729
H -2.136 -2.201 -0.729  0.3786
H -1.722 -3.950 0.802  0.4493
H 0.079 -3.646 1.169  0.2220
H -2.467 -1.739 2.017  0.2126
H -0.748 -1.474 2.738  -0.2732
H -1.033 -3.440 4.283  0.2349
H -2.251 -4.411 3.068  0.3257
H -1.650 -0.840 4.720  0.2585
H -4.218 0.329 5.875  0.2884
H -6.447 -1.786 5.370  0.2753
H -5.032 -4.140 3.876  0.2888

As for the largest force on an atom: 9.77 eV/Å. As for the structure (SMILES): CCOC[C@@]1(Cl)C(=O)N[C@](CCC(C)C)(CC(=O)F)[C@]1(I)CCCCn1cccc1. As for the orbital gap: 0.27215 Eh. The calculation puts the total energy at -2050.48163 Ha.

***

> orbital gap of number 1 (C22H33BF4GeN6S2Zn)?

0.18052 Eh

***

> The lowest orbital gap belongs to which entry?

C22H33BF4GeN6S2Zn

***

> Among the records above, which one has the lowest orbital gap?

C22H33BF4GeN6S2Zn

***

> The highest orbital gap belongs to which entry?

C22H33ClFIN2O3